{"formula": "C24H40O8S3", "method": "ωB97M-V with the def2-TZVPD basis set", "elements": ["S", "S", "S", "O", "O", "O", "O", "O", "O", "O", "O", "C", "C", "C", "C", "C", "C", "C", "C", "C", "C", "C", "C", "C", "C", "C", "C", "C", "C", "C", "C", "C", "C", "C", "C", "H", "H", "H", "H", "H", "H", "H", "H", "H", "H", "H", "H", "H", "H", "H", "H", "H", "H", "H", "H", "H", "H", "H", "H", "H", "H", "H", "H", "H", "H", "H", "H", "H", "H", "H", "H", "H", "H", "H", "H"], "xyz": [[3.65606, 5.44299, -0.68380], [1.03116, -3.96054, 5.02206], [-3.98339, 0.67888, -4.72794], [-2.93796, -1.73117, -0.66879], [3.22116, 6.55667, -1.48644], [1.21231, -3.57576, 6.39651], [3.82931, 4.13010, -1.24991], [-5.21263, 1.26459, -5.19806], [0.78599, -2.97523, 3.99603], [-0.72264, 2.11247, 0.82838], [-2.75681, 1.44005, -4.69721], [-0.20130, 2.05582, -3.00009], [-0.56770, 0.95153, 0.48007], [1.54558, 2.20594, -1.10222], [2.61394, 5.34510, 0.77827], [-0.68558, 3.46167, -2.67116], [-0.99823, -0.53700, -1.37718], [-1.85031, -1.25287, -0.39913], [-1.39515, -2.53332, 1.82955], [1.94161, -6.41426, 4.88605], [4.66725, 6.53825, 1.47323], [0.47513, -6.50354, 4.44136], [-1.28001, -1.29910, 0.98544], [3.53062, 5.63612, 1.97362], [-3.79344, -1.97381, -4.53830], [-0.35286, 0.55551, -0.95522], [2.39912, -5.00311, 4.53051], [-4.72242, -1.47094, -3.42461], [-0.64911, -0.20296, 1.41896], [-0.23225, -5.23581, 4.93708], [-1.08307, -3.81503, 1.02651], [-4.27369, -0.04803, -3.12039], [-3.70789, -0.86869, -5.60086], [5.15712, 5.90879, 0.17292], [0.56586, 1.32368, -1.88678], [-0.92025, -0.90735, -2.38835], [-1.63172, 3.46372, -2.14213], [-5.01564, 0.54133, -2.58748], [1.83229, 6.09493, 0.67520], [-1.07142, 1.47888, -3.30144], [-2.34412, -2.60695, 2.35090], [1.17480, 0.56309, -2.37104], [-2.80066, -2.16457, -4.12451], [-0.88423, 3.96789, -3.61224], [0.42736, -6.54986, 3.35140], [-4.15089, -2.90645, -4.97239], [-1.01696, -4.90777, 4.25930], [-0.11409, -4.20385, 1.32821], [2.53126, -4.88765, 3.45491], [0.45138, 2.10240, -3.86918], [-5.75585, -1.46855, -3.77890], [2.55905, -7.16671, 4.39842], [2.01232, -6.56770, 5.96483], [2.36019, 2.51825, -1.73266], [2.17109, 4.35437, 0.82965], [5.72387, 4.99757, 0.36138], [-1.80944, -4.58893, 1.24190], [-4.67065, -2.09757, -2.53608], [-2.73424, -0.83081, -6.08266], [-1.02120, -3.63856, -0.04047], [-3.33081, -0.03903, -2.57790], [1.03639, 3.03855, -0.64445], [-0.63766, -5.36246, 5.93877], [5.73306, 6.58688, -0.45211], [3.94817, 4.70166, 2.35367], [-0.61450, -2.45398, 2.57856], [-4.48865, -0.96648, -6.35234], [3.29790, -4.68741, 5.05450], [2.97509, 6.10020, 2.78685], [0.04562, 4.06961, -2.15295], [-0.19440, -0.14172, 2.39329], [4.28474, 7.54251, 1.27910], [1.95647, 1.59328, -0.30115], [-0.01064, -7.39785, 4.82793], [5.47116, 6.62009, 2.20322]], "forces_ev_per_a": [[0.17, 0.00, 0.23], [0.03, -0.17, -0.13], [0.05, -0.12, 0.24], [0.50, -0.16, 0.01], [-0.03, -0.09, -0.13], [-0.03, 0.15, -0.02], [0.10, 0.19, -0.21], [0.06, 0.13, -0.10], [0.20, 0.10, 0.29], [0.37, -0.91, -0.24], [-0.26, 0.09, -0.22], [0.07, 0.18, 0.17], [-0.22, 0.78, 0.32], [-0.38, -0.92, -0.16], [-0.04, -0.01, 0.36], [-0.14, 0.05, -0.57], [-0.01, 0.21, 0.56], [-0.40, -0.04, -0.06], [0.52, -0.25, -0.43], [-0.11, 0.02, 0.04], [-0.10, -0.02, -0.01], [0.06, 0.02, -0.02], [0.14, 0.23, 0.72], [0.06, 0.01, -0.04], [-0.02, 0.06, 0.05], [0.09, -0.18, -0.66], [0.14, -0.27, -0.03], [-0.05, -0.08, -0.09], [-0.17, -0.17, -0.70], [-0.14, -0.32, -0.10], [0.06, 0.09, 0.47], [-0.11, -0.18, 0.10], [0.08, -0.38, -0.01], [0.13, 0.17, 0.27], [-0.13, 0.38, 0.53], [-0.16, 0.05, -0.21], [-0.04, -0.05, 0.41], [0.02, 0.12, -0.08], [0.02, 0.01, -0.11], [0.15, -0.16, -0.06], [-0.28, 0.09, -0.14], [-0.03, -0.26, -0.11], [-0.01, 0.02, 0.03], [-0.09, 0.11, -0.14], [0.01, 0.02, 0.00], [0.01, 0.00, -0.02], [0.01, 0.13, 0.05], [0.19, -0.03, 0.04], [-0.02, 0.06, 0.00], [0.15, 0.06, -0.10], [-0.01, 0.03, -0.01], [0.01, 0.00, 0.00], [0.03, 0.01, 0.00], [0.11, 0.28, -0.13], [-0.04, -0.01, -0.13], [-0.03, -0.03, -0.05], [-0.21, -0.17, -0.24], [0.06, 0.05, 0.00], [-0.02, 0.14, -0.04], [-0.23, -0.10, -0.21], [0.02, 0.02, 0.00], [0.01, 0.31, 0.03], [0.06, 0.09, 0.04], [-0.07, -0.05, -0.12], [0.01, 0.00, -0.02], [-0.29, 0.18, 0.23], [-0.04, 0.11, 0.02], [-0.05, 0.13, 0.02], [-0.02, -0.01, 0.00], [0.09, 0.04, 0.20], [-0.10, 0.16, 0.28], [0.03, 0.01, -0.02], [0.27, 0.05, 0.17], [-0.01, 0.00, 0.00], [0.00, 0.01, 0.00]], "charge": 0, "mol_weight_da": 552.8, "e_tot_ha": -2734.8955, "smiles": "CCC1=CC(=O)C([C@H](C)CC)=CC1=O.O=S1(=O)CCCC1.O=S1(=O)CCCC1.O=S1(=O)CCCC1", "max_force_ha_per_bohr": 0.020}

{"formula": "C24H41BCa2Cl2F2K2NO9", "method": "ωB97M-V with the def2-TZVPD basis set", "elements": ["Ca", "Ca", "K", "K", "Cl", "Cl", "F", "F", "O", "O", "O", "O", "O", "O", "O", "O", "O", "N", "C", "C", "C", "C", "C", "C", "C", "C", "C", "C", "C", "C", "C", "C", "C", "C", "C", "C", "C", "C", "C", "C", "C", "C", "B", "H", "H", "H", "H", "H", "H", "H", "H", "H", "H", "H", "H", "H", "H", "H", "H", "H", "H", "H", "H", "H", "H", "H", "H", "H", "H", "H", "H", "H", "H", "H", "H", "H", "H", "H", "H", "H", "H", "H", "H", "H"], "xyz": [[5.48363, 1.45511, 0.40861], [-4.13342, -2.20211, -4.29627], [-5.02376, 4.37607, 1.76562], [7.60347, 4.56392, -0.01856], [-1.94131, 2.11287, -0.63096], [4.81148, 4.21118, -3.13741], [-6.41587, -2.95498, 3.65873], [-6.74243, -5.13735, 3.12025], [-6.48930, -3.56535, 1.37656], [-4.62401, -4.17586, 2.71800], [-4.60617, 1.43160, 1.02293], [-6.15922, 2.93859, 0.19551], [1.96255, 5.37768, -1.77173], [-5.37869, -3.25439, -0.52768], [-3.08212, -4.00295, 1.10532], [6.94252, -1.95234, 1.41041], [7.32340, -2.14231, 3.61963], [1.10083, -0.07429, 5.18376], [5.88179, 1.25140, -1.78745], [-5.39394, 2.86109, -1.97478], [-3.89053, 0.90447, -1.73306], [-5.23440, 1.84839, 0.16651], [5.81039, -3.65911, 2.61749], [-5.26785, 1.42887, -1.31260], [5.30345, -0.23734, -1.80853], [-2.32411, -0.92830, -2.14790], [0.68735, -0.25068, 0.03443], [6.78774, -2.47467, 2.56226], [-2.01619, -1.69449, -0.85529], [-3.79533, -0.51427, -2.26131], [-4.21816, -3.93508, 1.49884], [-1.28824, -0.97295, 4.77780], [-5.60283, 3.86000, -0.79254], [3.78185, -0.31309, -1.81810], [5.70132, 3.68735, -0.80210], [3.22999, -0.40627, -0.37217], [0.06156, -0.46229, 5.00729], [-1.73412, -0.77129, 0.33318], [1.88993, -1.18849, -0.27879], [-5.41816, -3.54588, 0.65043], [-0.33623, -0.98664, 0.94676], [4.80215, 2.40545, -1.39034], [-6.10265, -3.96866, 2.77124], [-1.73997, -0.02016, -2.28543], [-6.15889, 0.84514, -1.50124], [6.26074, 1.49600, -2.76877], [2.63885, 4.78885, -2.12455], [0.22485, 0.09617, -0.88363], [-1.25703, -1.78887, 4.05878], [4.81929, -3.33989, 2.28573], [-2.48740, -0.98628, 1.09064], [-4.50717, 3.26585, -2.44901], [-2.89867, -2.28542, -0.61074], [6.15665, -4.45751, 1.95934], [-4.49704, -1.23035, -1.80187], [6.82529, 3.36538, -0.62136], [3.02811, 0.58414, 0.06373], [-1.80344, 0.34114, 0.07885], [3.32374, 0.46757, -2.41933], [-0.09235, -2.03742, 1.07246], [5.27123, 3.96962, 0.25257], [-1.92112, -0.17859, 4.38824], [5.66956, 4.71441, -1.60225], [4.02562, 2.10802, -0.59308], [1.06119, 0.63300, 0.54303], [1.97503, -1.88686, 0.54402], [-4.63389, 4.17497, -0.33498], [-1.70753, -1.33788, 5.71246], [-0.35974, -0.46057, 1.89653], [-3.41479, 1.53492, -2.46981], [5.72836, -4.05217, 3.62785], [3.95784, -0.95678, 0.23613], [-3.24240, 0.94963, -0.84822], [-4.01835, -0.48490, -3.37566], [5.77115, -0.82629, -1.00783], [-6.31925, 4.65415, -0.94066], [5.66625, -0.67763, -2.72973], [-1.21722, -2.40692, -1.05472], [4.19180, 2.82784, -2.36540], [6.82882, 1.22494, -1.09137], [-2.05927, -1.61635, -3.00291], [-6.24149, 2.97846, -2.63830], [1.69245, -1.68373, -1.22479], [3.51387, -1.24822, -2.29870]], "forces_ev_per_a": [[0.91, -3.08, 4.93], [0.27, -0.74, 0.72], [0.51, 0.40, 1.80], [6.23, 6.68, 3.34], [2.46, 3.68, 0.90], [0.20, 2.94, -4.20], [0.14, 0.16, -0.20], [0.09, -0.02, -0.22], [0.39, 0.05, -0.26], [-0.07, 0.21, -0.58], [1.59, -0.80, 3.85], [0.31, 0.27, 1.42], [0.10, -0.20, 0.42], [0.33, 0.28, -0.78], [0.11, 0.13, -0.35], [-0.45, 1.12, -0.80], [0.15, 0.42, -0.02], [3.08, 1.22, 0.44], [-0.66, -0.50, 0.00], [-0.40, 1.34, 0.67], [-2.50, -2.50, -0.65], [-3.19, 0.46, -5.05], [0.03, -0.12, -0.03], [1.69, 2.44, -0.75], [0.51, 1.17, -0.54], [-0.32, -1.05, -0.56], [0.65, -1.33, 0.43], [-0.25, -0.30, 0.42], [-0.39, 0.48, -0.23], [0.15, 0.20, -0.27], [0.80, -0.37, 0.78], [0.10, 0.01, 0.02], [0.01, -2.40, 0.18], [0.13, -0.54, 0.99], [-1.64, -1.93, 0.51], [-0.35, -0.53, -0.70], [-3.12, -1.20, -0.53], [0.19, 0.10, 0.63], [-0.14, 1.62, 0.40], [-0.84, 0.17, -0.33], [-0.76, 1.49, -1.09], [0.08, 0.87, -0.53], [-0.78, -0.30, 1.36], [0.30, -0.08, -0.08], [-0.05, -0.32, -0.02], [0.03, 0.37, -0.10], [-0.05, 0.12, -0.20], [-0.09, 0.09, -0.12], [-0.03, -0.03, -0.01], [0.03, -0.04, -0.10], [-0.10, 0.04, 0.12], [0.26, -0.74, -0.49], [0.10, -0.32, -0.08], [-0.07, 0.05, -0.09], [0.05, -0.09, 0.15], [-5.65, -3.95, -2.62], [0.09, 0.09, 0.10], [0.08, -2.14, 0.51], [-0.03, 0.22, 0.07], [-0.03, -0.12, 0.14], [0.57, -0.18, -1.21], [-0.03, -0.01, -0.02], [-0.71, -2.93, 1.14], [0.08, 0.69, -1.90], [-0.12, 0.20, 0.09], [0.03, -0.39, -0.12], [-0.39, 0.20, -1.59], [-0.02, -0.02, 0.00], [0.25, -0.31, 0.38], [-0.03, 0.12, 0.09], [0.05, 0.06, 0.03], [0.17, 0.10, 0.06], [-0.67, -0.53, -0.41], [-0.40, 1.17, 0.25], [-0.26, -0.17, 0.09], [0.01, 0.25, -0.13], [0.30, -0.05, -0.08], [0.23, 0.03, 0.16], [1.37, -0.97, 2.21], [-0.79, 0.30, -1.50], [0.12, 0.05, -0.05], [-0.13, -0.22, -0.19], [0.15, -0.43, 0.06], [0.00, -0.17, -0.09]], "charge": 1, "mol_weight_da": 765.7, "e_tot_ha": -5370.4031, "max_force_ha_per_bohr": 0.189}

{"formula": "C24H41BN2NbO3S", "method": "ωB97M-V with the def2-TZVPD basis set", "elements": ["Nb", "S", "O", "O", "O", "N", "N", "C", "C", "C", "C", "C", "C", "C", "C", "C", "C", "C", "C", "C", "C", "C", "C", "C", "C", "C", "C", "C", "C", "C", "C", "B", "H", "H", "H", "H", "H", "H", "H", "H", "H", "H", "H", "H", "H", "H", "H", "H", "H", "H", "H", "H", "H", "H", "H", "H", "H", "H", "H", "H", "H", "H", "H", "H", "H", "H", "H", "H", "H", "H", "H", "H", "H"], "xyz": [[-0.21708, -1.30297, 1.48986], [0.83262, -0.29677, 3.59829], [1.69487, 0.88784, 0.17071], [4.03275, -2.26678, -1.74814], [-2.26534, -3.48297, 2.83884], [0.18776, -3.84856, 3.64441], [-0.84449, -1.46737, -1.64544], [1.41775, 1.19221, -2.89121], [1.82503, -2.19008, 1.06514], [2.20750, 4.70511, -1.15129], [-5.77375, -0.66652, -0.83801], [0.96517, 2.67683, -2.41649], [-5.73675, -1.56113, 0.46488], [4.24021, 5.01528, 2.40406], [2.05083, 2.25580, 0.06836], [1.84661, -3.72795, 0.58319], [-1.12552, -2.23654, -0.36084], [-4.66398, 0.35999, -1.16177], [2.87395, 2.86070, 1.26986], [3.69666, -3.63538, -1.40093], [-2.16171, -0.30716, 2.16368], [0.26940, 0.69556, 0.42325], [3.35998, 4.35576, 1.23421], [-0.63133, 2.85665, -2.26957], [-3.46800, 0.51544, -0.18055], [-3.34456, -0.32895, 1.11152], [3.01424, 5.30705, 0.02447], [-4.51405, -1.35887, 1.39055], [1.75101, 3.20050, -1.12192], [-4.65020, 1.25777, -2.48911], [2.13437, -3.68927, -1.03290], [-0.84015, -3.10474, 2.84307], [1.28389, 3.38063, -3.28214], [0.83229, 0.44505, -2.25567], [-0.38161, 0.88169, -0.50673], [5.25769, 5.34891, 1.96484], [2.75217, -4.26341, 1.05125], [-6.56018, -2.33708, 0.68761], [1.59084, -2.73565, -1.39704], [0.86390, -4.29462, 0.69468], [-1.02120, 3.81318, -2.77159], [0.56039, -3.17751, 4.34168], [-1.93496, 0.80915, 2.38565], [-4.71705, 0.51598, -3.37657], [0.11997, 0.87795, 3.89025], [-5.51389, 2.00167, -2.49644], [3.82337, -4.26719, -2.36737], [-1.09258, -2.03964, -2.46809], [-0.64952, -3.28048, -0.55439], [-3.61552, 1.76215, -2.61069], [-0.33854, -4.60818, 4.11935], [2.54756, 1.10563, -2.69955], [-0.84565, 2.96000, -1.13624], [3.36003, 6.39717, -0.00760], [-0.03637, 1.52678, 1.17853], [2.44832, -2.14913, 2.04604], [2.46176, -1.60444, 0.29576], [1.23960, 1.10599, -4.01549], [-2.60232, 1.24737, -0.40089], [1.57257, -4.59212, -1.46354], [-1.16086, 1.90226, -2.60652], [4.33822, -4.07938, -0.57033], [4.44664, 4.24292, 3.23271], [-4.48183, -2.01552, 2.33950], [3.54026, -1.98450, -2.55852], [-6.63164, -0.79539, -1.57420], [-2.51782, -0.78335, 3.15801], [-1.44181, -0.63094, -1.70698], [-2.26290, -2.46146, -0.29803], [1.96175, 5.39072, -2.04258], [-2.29739, -4.45214, 2.63860], [3.76664, 5.94008, 2.87789], [3.17198, 2.22642, 2.18465]], "forces_ev_per_a": [[1.68, 0.09, -1.68], [-0.56, 0.91, 0.14], [0.17, 2.56, -0.66], [0.28, -0.39, -0.12], [2.24, -1.41, -0.53], [-2.43, 0.29, -0.02], [-0.29, -0.28, 0.06], [0.01, 1.10, 0.77], [1.53, -0.78, 0.80], [1.19, -1.74, 3.35], [2.29, 0.23, 1.86], [0.60, 0.67, -0.66], [3.56, 3.12, -1.11], [0.23, -0.76, -0.44], [1.65, 3.29, 0.83], [0.80, 0.66, -1.71], [-0.98, -1.32, -1.24], [0.52, -1.64, 2.87], [-0.23, 2.68, -2.48], [-2.05, -0.43, -1.73], [-2.00, 1.48, 0.13], [-1.66, 1.94, 0.75], [-1.58, -0.54, -2.20], [0.34, -0.14, 1.30], [-1.70, -2.16, 1.02], [-2.86, -1.09, -1.39], [-1.41, -4.26, -0.24], [-1.03, 0.98, -2.26], [0.91, 0.82, 1.17], [0.50, -1.45, 0.26], [-0.80, -0.20, 1.29], [-0.93, -0.15, 0.99], [-0.37, -1.00, 1.48], [1.02, 0.65, -1.21], [1.14, -0.21, 1.02], [-1.60, -0.59, 0.71], [-1.68, 0.43, -0.42], [1.55, 1.49, -0.40], [0.99, -1.51, 0.23], [1.44, 0.66, 0.38], [0.55, -1.60, 0.53], [0.02, -0.69, -0.68], [-0.26, -1.68, -0.32], [-0.20, 1.38, 1.27], [0.52, -1.27, -0.42], [1.27, -0.96, -0.11], [0.09, 0.68, 1.64], [0.06, 0.31, 0.66], [-0.58, 1.54, 0.55], [-1.86, -0.58, 0.42], [0.80, 0.51, 0.14], [-1.70, -0.08, -0.24], [0.16, -0.12, -1.86], [-0.53, -1.84, 0.16], [0.34, -1.11, -1.19], [-0.97, 0.09, -1.41], [-1.13, -0.60, 1.24], [0.00, -0.11, 1.56], [-1.67, -1.17, 0.25], [1.13, 1.10, 0.21], [0.54, 1.44, 0.14], [-0.66, 1.14, -1.11], [-0.34, 1.20, -1.28], [0.22, 1.29, -1.71], [0.43, -0.70, 1.21], [1.26, 0.23, 1.08], [0.41, 0.80, -1.69], [0.28, -0.54, 0.27], [1.63, 0.32, 0.26], [0.33, -1.46, 1.45], [-0.29, 0.89, 0.55], [0.40, -1.33, -0.75], [-0.70, 0.97, -1.75]], "charge": -1, "mol_weight_da": 541.4, "e_tot_ha": -1753.8864, "max_force_ha_per_bohr": 0.094}